Entry 1:
Density functional theory data (ωB97M-V/def2-TZVPD) for a molecular structure, C4H12O3.

Summary:
- HOMO energy: -8.4 eV
- LUMO: 0.85 eV
- DFT total energy: -385.20155 a.u.
- Spin multiplicity: 1
- Relative energy (zero: lowest compared OMol25 entry of this formula, charge and spin): 3.271 eV

XYZ file:
```
19
Properties=species:S:1:pos:R:3:forces:R:3:nbo_charge:R:1
C 0.174 -0.106 -1.730 -0.79 0.09 0.87 0.58
C -1.163 -0.357 -0.152 0.19 -0.31 -0.80 -0.74
C -0.762 -1.655 0.539 0.03 0.08 -0.06 -0.62
O 1.377 0.046 -1.328 0.17 0.46 0.50 -0.74
O -0.335 0.960 -2.438 0.01 -0.06 -0.04 -0.71
H 1.290 0.935 -0.432 0.03 -0.53 -0.56 0.51
H -1.239 0.763 -2.714 0.06 -0.02 0.04 0.48
H -0.105 -1.091 -2.118 0.00 0.05 0.00 0.14
H -1.657 0.328 0.558 0.22 0.16 0.07 0.22
H -1.970 -0.531 -0.868 0.02 -0.06 -0.04 0.20
H 0.012 -1.482 1.290 -0.03 -0.02 0.03 0.20
H -1.603 -2.149 1.035 0.04 0.02 0.02 0.20
H -0.343 -2.371 -0.173 -0.02 0.05 -0.01 0.20
C 1.321 1.157 1.722 -0.05 -0.07 -0.02 -0.26
O 0.739 1.476 0.451 -0.85 -0.55 -0.10 -0.73
H -0.143 0.821 0.223 1.01 0.67 0.18 0.52
H 0.551 1.201 2.493 0.05 0.01 -0.04 0.19
H 2.092 1.896 1.937 -0.07 -0.03 -0.03 0.20
H 1.765 0.159 1.708 -0.02 0.07 -0.02 0.19
```
Positions in Å, forces in eV/Å.


Entry 2:
Density functional theory data (ωB97M-V/def2-TZVPD) for a molecular structure, C16H32AsNPdS2Si3.

Summary:
- HOMO energy (spin up / spin down): -7.1 / -8.0 eV
- LUMO (spin up / spin down): 0.21 / -1.33 eV
- DFT total energy: -4712.10943 a.u.
- Spin multiplicity: 3

XYZ file:
```
56
Properties=species:S:1:pos:R:3:forces:R:3:nbo_charge:R:1
Pd 0.624 0.783 -2.663 1.26 6.93 0.45 0.58
S 2.485 -0.776 -2.663 -2.86 -0.46 -0.29 -0.18
C 0.691 -1.409 -2.663 -0.02 -1.55 -0.25 -0.14
N -0.531 -0.776 -2.663 0.55 -4.94 -0.30 -0.67
C -1.558 -1.696 -2.663 -1.03 0.26 -0.40 0.18
C -2.935 -1.382 -2.663 -0.07 -0.22 -0.03 -0.22
C -3.889 -2.405 -2.663 0.65 0.96 0.03 -0.21
C -3.489 -3.736 -2.663 0.77 -0.64 0.03 -0.21
C -2.131 -4.073 -2.663 -0.32 0.52 0.00 -0.19
C -1.179 -3.036 -2.663 -0.52 -0.88 -0.40 -0.29
S 0.533 -3.158 -2.663 0.29 0.26 -0.21 0.46
H -3.231 -0.339 -2.663 0.00 -0.13 -0.02 0.23
H -4.945 -2.151 -2.663 0.17 -0.02 -0.01 0.22
H -4.235 -4.526 -2.663 0.15 0.10 0.00 0.22
H -1.813 -5.111 -2.663 -0.06 0.12 0.00 0.22
C -0.887 -2.244 0.444 -0.25 0.10 -0.12 -1.14
Si 0.623 -1.298 0.998 0.05 -0.87 0.11 1.47
C 2.131 -2.246 0.446 0.29 -0.09 -0.15 -1.15
C 0.623 -1.336 2.875 -0.01 0.20 0.34 -1.13
As 0.624 0.783 -0.120 0.14 0.37 0.82 -0.46
Si 2.516 1.839 0.805 0.80 0.45 -0.39 1.46
C 2.470 3.687 0.550 -0.23 0.30 -0.10 -1.13
C 2.851 1.512 2.606 -0.10 -0.16 0.38 -1.14
C 3.991 1.239 -0.173 0.12 -0.27 -0.25 -1.14
Si -1.267 1.841 0.805 -0.63 0.49 -0.34 1.45
C -1.601 1.513 2.605 0.07 -0.17 0.36 -1.14
C -2.742 1.243 -0.174 -0.12 -0.29 -0.26 -1.14
C -1.216 3.690 0.553 0.17 0.24 -0.12 -1.13
H -0.859 -3.265 0.876 -0.06 0.48 -0.24 0.24
H -0.902 -2.309 -0.663 -0.20 -0.01 1.28 0.24
H -1.798 -1.726 0.802 0.25 -0.37 -0.27 0.23
H 2.102 -3.267 0.876 0.04 0.48 -0.16 0.24
H 3.043 -1.730 0.803 -0.27 -0.36 -0.28 0.23
H 2.146 -2.311 -0.660 0.28 -0.02 0.86 0.25
H 0.623 -2.397 3.199 0.00 0.45 -0.26 0.25
H -0.270 -0.857 3.299 0.32 -0.13 -0.02 0.24
H 1.517 -0.858 3.299 -0.32 -0.13 -0.03 0.24
H 1.696 4.140 1.190 0.26 0.05 -0.36 0.23
H 2.275 3.917 -0.518 0.04 0.04 0.61 0.26
H 3.449 4.115 0.847 -0.45 -0.24 -0.20 0.24
H 1.970 1.793 3.218 0.56 -0.30 -0.08 0.24
H 3.729 2.113 2.921 -0.49 -0.23 -0.15 0.25
H 3.112 0.447 2.734 -0.20 0.45 0.20 0.24
H 3.841 1.481 -1.245 0.18 -0.20 0.55 0.26
H 4.108 0.145 -0.060 0.10 0.49 -0.21 0.24
H 4.909 1.745 0.192 -0.43 -0.26 -0.18 0.24
H -1.863 0.448 2.732 0.21 0.44 0.21 0.24
H -2.478 2.114 2.920 0.48 -0.23 -0.14 0.25
H -0.719 1.792 3.216 -0.57 -0.31 -0.09 0.24
H -2.860 0.149 -0.062 -0.11 0.47 -0.19 0.24
H -2.591 1.487 -1.246 -0.18 -0.17 0.53 0.24
H -3.658 1.750 0.191 0.42 -0.28 -0.22 0.24
H -0.443 4.140 1.194 -0.25 0.05 -0.36 0.23
H -2.196 4.117 0.849 0.45 -0.21 -0.20 0.24
H -1.021 3.920 -0.514 -0.03 0.06 0.61 0.26
H 0.624 2.475 -2.663 0.68 -0.60 -0.09 -0.26
```
Positions in Å, forces in eV/Å.


Entry 3:
Density functional theory data (ωB97M-V/def2-TZVPD) for C5H9N in the gas phase.

Summary:
- HOMO energy: -6.9 eV
- LUMO: -0.19 eV
- DFT total energy: -250.50098 a.u.
- Spin multiplicity: 1
- Relative energy (zero: lowest compared OMol25 entry of this formula, charge and spin): 4.516 eV

XYZ file:
```
15
Properties=species:S:1:pos:R:3:forces:R:3:nbo_charge:R:1
C -0.773 -1.052 1.613 1.49 -1.77 0.03 -0.60
C 0.537 -0.426 1.034 -3.22 0.40 -0.72 -0.46
C 0.283 -0.008 -0.400 0.31 -0.14 0.23 0.30
C 0.897 -0.615 -1.488 -0.18 -0.41 -0.06 -0.66
C -0.506 2.056 -1.253 -0.61 0.07 1.25 -0.03
N -0.644 1.042 -0.497 1.91 0.56 -0.81 -0.41
H -1.639 -0.568 1.198 -0.21 0.53 0.30 0.23
H -0.839 -2.096 1.285 0.00 0.04 -0.06 0.20
H -0.731 -1.121 2.700 -0.36 0.38 0.03 0.21
H 1.488 -0.935 1.063 -0.16 -0.33 0.52 0.23
H 0.528 0.555 1.528 0.80 -0.03 0.03 0.23
H 0.532 -1.588 -1.818 1.13 -0.81 1.25 0.22
H 1.804 -0.284 -1.978 -1.03 1.26 -1.23 0.22
H 0.438 2.331 -1.710 -0.06 0.02 -0.33 0.17
H -1.376 2.707 -1.277 0.20 0.21 -0.45 0.18
```
Positions in Å, forces in eV/Å.


Question: What is the spin multiplicity in the third record?
Answer: 1